Formula: C11H33F3N6O8S
Source: the OMol25 dataset
Level of theory: ωB97M-V/def2-TZVPD

XYZ file:
```
62
C11H33F3N6O8S ωB97M-V/def2-TZVPD
O 1.68376 0.02462 0.15691
H 1.74177 -0.38000 -0.74736
H 2.32762 0.77379 0.21131
H 0.79309 0.30169 0.46211
C 4.91692 4.26931 0.87809
F 6.11607 3.89001 0.50734
F 4.69280 3.99586 2.15030
F 4.87627 5.58640 0.56669
S 3.63227 3.28205 -0.22186
O 3.39561 2.05734 0.53987
O 2.39496 4.06106 -0.25680
O 4.29223 3.00875 -1.51034
C 2.25200 -3.24596 -1.23943
O 2.58013 -2.07031 -1.23731
N 3.15910 -4.27158 -1.40416
N 0.99517 -3.76145 -1.04493
H 4.08314 -4.02794 -1.72124
H 2.78859 -5.11901 -1.79646
H 0.24701 -3.08695 -0.94876
H 0.95523 -4.59486 -0.48623
C -1.03366 2.51657 0.36709
O -0.52930 1.39540 0.31557
N -0.36097 3.66493 0.11230
N -2.32571 2.74756 0.79550
H -0.90568 4.49985 0.08318
H 0.64835 3.56597 0.00622
H -2.90571 1.92390 0.82432
H -2.71277 3.66224 0.89578
C -1.81260 0.14505 -3.70146
C -0.39748 -0.18830 -3.13539
C 0.50994 1.02416 -3.08650
O 1.75774 0.76644 -2.53795
C 2.65049 0.06747 -3.37720
N -0.63438 -0.76954 -1.76284
H -2.28924 0.95110 -3.13452
H -2.50791 -0.67321 -3.50637
H -1.71895 0.40375 -4.75663
H -0.01754 -1.00537 -3.75272
H 0.01954 1.78467 -2.46497
H 0.64052 1.59882 -4.01559
H 3.59099 -0.22669 -2.92248
H 2.87786 0.72150 -4.22735
H 2.22168 -0.84373 -3.80485
H -0.76260 0.00570 -1.11103
H -1.57783 -1.08969 -1.92729
C -1.21577 -2.22957 2.12506
C -2.65953 -2.15195 2.61530
C -2.78289 -1.39675 3.91821
O -4.05361 -1.69388 4.47375
C -4.47344 -0.85283 5.53577
N -3.43332 -1.51472 1.54112
H -0.94161 -1.28867 1.63934
H -1.20452 -2.90763 1.26505
H -0.47521 -2.56532 2.84777
H -3.02051 -3.18477 2.67127
H -2.68578 -0.32074 3.73771
H -1.98542 -1.68119 4.61203
H -5.31866 -1.35910 5.99609
H -4.65448 0.16729 5.19697
H -3.71775 -0.83802 6.32984
H -3.33173 -1.89289 0.61178
H -4.39430 -1.63062 1.85036
```

Computed properties:
F_max: 2.841 eV/A
energy relative to the best compared isomer or geometry (same formula, charge and spin): 0.0 kcal/mol
LUMO: 0.37 eV
Kohn-Sham gap: 9.47 eV
total charge: 0